No. 1
Molecular formula: C13H42O13
Method: DFT, the ωB97M-V functional and the def2-TZVPD basis

The geometry in XYZ format:
```
68
Properties=species:S:1:pos:R:3:forces:R:3:lowdin_charge:R:1
O 11.824 16.282 8.997 -0.20 -0.14 -0.90 -0.071
O 6.064 12.162 7.437 1.64 0.52 1.27 -0.156
O 9.181 10.349 6.330 -0.64 0.25 0.70 -0.165
O 6.310 11.465 14.258 -1.05 0.58 0.29 -0.088
O 8.907 11.670 8.877 -0.07 0.61 -0.87 -0.153
O 10.911 13.482 9.264 -0.47 1.19 -0.14 -0.113
O 7.472 8.388 7.687 -0.86 0.78 -0.26 -0.079
O 6.778 8.541 10.388 0.17 -1.38 -1.42 -0.115
O 12.738 11.748 9.216 0.15 -3.10 1.04 -0.096
O 9.135 10.523 13.853 0.97 -0.27 -0.81 -0.043
O 8.405 6.224 9.679 2.31 0.05 -1.11 -0.077
O 13.789 9.319 9.092 0.51 1.39 -0.85 -0.069
O 6.390 10.032 5.622 1.43 2.12 -1.02 -0.082
C 5.249 13.297 7.467 -0.90 1.14 -1.49 -0.151
C 8.088 6.620 10.984 1.73 -1.17 1.97 -0.282
C 10.001 10.208 5.187 -1.40 -1.52 -0.38 -0.122
C 6.286 8.068 6.956 -0.93 1.23 0.87 -0.197
C 8.244 10.822 9.783 1.36 0.29 1.58 -0.145
C 8.025 9.820 14.317 0.19 -0.41 0.95 -0.271
C 6.781 10.245 13.652 -1.83 0.63 0.16 -0.240
C 5.605 9.398 6.539 -1.45 -1.45 2.46 -0.271
C 11.988 10.645 9.924 2.36 1.35 -0.87 -0.168
C 11.283 14.366 10.330 0.26 -0.45 0.54 -0.197
C 6.755 7.221 10.942 -2.02 1.02 0.58 -0.251
C 12.406 9.336 9.299 -0.98 1.11 -1.57 -0.284
C 12.380 15.349 9.903 -1.33 -0.46 -0.74 -0.242
H 11.694 9.132 8.390 1.67 0.22 1.02 0.143
H 14.028 10.276 8.917 -0.30 -1.42 0.09 0.101
H 12.720 15.871 10.755 0.09 0.79 1.11 0.105
H 6.946 8.342 9.420 -0.04 1.09 1.04 0.050
H 4.609 9.107 6.030 1.07 0.61 1.24 0.145
H 6.423 11.008 5.818 -0.22 -1.28 0.00 0.106
H 8.034 7.631 7.769 0.54 -0.93 0.07 0.077
H 5.215 13.828 8.413 0.19 -0.16 0.37 0.079
H 12.191 12.526 9.186 -0.98 0.44 -0.14 -0.016
H 10.481 11.127 4.957 0.35 0.81 -0.28 0.068
H 8.629 9.809 9.746 0.12 -0.03 0.01 0.070
H 8.174 8.752 14.209 0.25 -0.17 -0.26 0.121
H 12.274 10.640 10.966 0.28 0.22 0.37 0.117
H 5.348 11.671 14.100 1.69 -0.74 -0.05 0.112
H 4.223 12.994 7.228 0.23 0.14 -0.08 0.088
H 10.024 13.073 9.375 0.57 0.06 -0.08 0.079
H 9.331 9.862 4.358 0.89 0.43 0.28 0.101
H 7.008 10.478 12.639 0.10 -0.21 -1.16 0.092
H 10.743 9.436 5.382 0.21 -0.02 -0.15 0.075
H 12.233 8.613 10.029 -0.67 -1.64 1.08 0.086
H 5.543 10.008 7.530 -0.57 -0.92 -1.88 0.140
H 5.613 7.431 7.546 -0.04 0.32 0.09 0.124
H 9.038 11.244 8.000 0.00 -0.02 0.37 0.071
H 9.401 6.235 9.635 -1.59 -0.22 -0.22 0.126
H 8.813 11.408 13.743 0.14 0.96 -0.09 0.072
H 6.480 7.552 6.071 0.78 -1.02 -1.54 0.098
H 7.199 10.785 9.647 -1.28 0.01 -0.39 0.052
H 6.285 7.376 11.920 0.28 -0.53 0.04 0.119
H 13.275 14.943 9.474 0.38 -0.97 -0.30 0.115
H 5.631 14.009 6.693 -0.63 -0.23 0.49 0.096
H 11.566 15.761 8.208 0.15 0.53 0.61 0.098
H 8.429 11.232 10.820 -0.10 -0.48 -0.99 0.102
H 10.945 10.733 9.870 -1.48 0.58 -0.29 0.068
H 6.874 12.510 7.885 -0.28 -1.18 -0.55 0.096
H 8.794 7.390 11.348 -0.17 -0.20 -0.11 0.127
H 8.300 9.943 6.183 0.61 0.22 0.01 0.046
H 5.990 9.493 13.688 0.13 -0.16 0.04 0.122
H 6.096 6.592 10.332 -0.06 -0.12 0.19 0.125
H 8.240 5.704 11.674 -0.77 1.36 -0.73 0.148
H 10.409 15.000 10.613 0.63 -0.60 0.16 0.135
H 11.679 13.716 11.156 -0.52 0.76 -0.24 0.132
H 7.985 10.042 15.367 -0.60 -0.25 0.86 0.117
```
Forces are in eV/Å.

Computed properties:
F_max in eV/A: 3.27
Relative energy (zero: lowest compared OMol25 entry of this formula, charge and spin) in kcal per mole: 24.2
Total charge: 0
SMILES: OCCO.OCCO.OCCO.OCCO.OCCO.CO.CO.CO
Orbital gap in eV: 9.80
E_LUMO in eV: 0.345
Molecular weight in g mol⁻¹: 406.47

=====

No. 2
Molecular formula: C13H42O8
Method: DFT, the ωB97M-V functional and the def2-TZVPD basis

The geometry in XYZ format:
```
63
Properties=species:S:1:pos:R:3:forces:R:3:lowdin_charge:R:1
O 0.856 -3.234 -5.301 -0.37 0.20 -1.19 -0.080
O -4.391 0.316 2.489 -0.41 -0.13 -0.37 -0.085
O 3.383 -0.779 -1.066 0.33 0.59 -0.15 -0.139
O -0.345 1.220 0.338 1.79 -0.29 0.13 -0.158
O -0.465 -2.227 -1.633 0.97 1.04 -0.67 -0.080
O 1.066 -1.026 0.346 -0.78 -0.55 -0.51 -0.180
O -1.848 2.867 -1.405 0.04 -0.07 -0.74 -0.119
O 0.431 1.843 5.460 0.47 -0.24 1.63 -0.074
C -1.828 -2.197 -1.943 -2.09 -0.81 0.99 -0.334
C 4.227 0.372 -0.987 0.41 -1.22 2.04 -0.151
C 2.188 -1.499 -4.259 -2.05 0.00 0.46 -0.067
C 0.420 2.161 1.092 -1.04 0.86 -0.60 -0.126
C -1.630 1.446 -3.465 -0.48 1.38 -0.45 -0.083
C 1.912 0.385 6.696 -0.59 0.48 0.38 -0.091
C -2.027 -2.568 -3.382 -0.53 0.04 0.53 -0.072
C -3.761 0.908 3.601 0.52 -0.07 1.24 -0.333
C -1.779 2.865 -2.856 -1.20 -0.26 1.00 -0.280
C 0.834 -1.148 1.736 -0.53 -0.65 0.74 -0.125
C 1.073 0.573 5.442 1.04 -0.24 -1.50 -0.329
C -2.463 1.592 3.205 -0.58 0.62 -1.12 -0.088
C 1.949 -2.969 -4.464 0.06 0.01 0.48 -0.339
H 1.845 0.552 4.608 -0.93 0.00 0.54 0.113
H -1.573 0.984 3.223 0.07 -0.71 -0.29 0.039
H 1.760 -3.477 -3.519 -0.16 0.12 0.11 0.117
H 2.804 -0.800 -0.281 0.12 -0.03 -0.60 0.040
H 0.363 0.531 0.267 -1.34 -0.36 -0.76 0.036
H -4.537 0.959 1.763 0.29 -0.37 0.90 0.099
H 0.847 -2.216 2.028 0.31 0.59 0.10 0.099
H 2.415 1.335 6.803 0.72 0.13 0.06 0.070
H -3.538 0.139 4.381 -0.35 0.07 -0.92 0.121
H -4.409 1.612 4.155 -0.03 -0.01 -0.56 0.109
H -2.397 0.766 -3.109 -0.27 0.13 0.22 0.059
H 2.124 -0.933 -5.179 0.62 0.04 -0.37 0.078
H 0.164 2.057 2.122 -0.25 0.23 0.98 0.043
H -2.229 2.416 3.858 -0.15 0.60 0.22 0.066
H -2.773 3.274 -3.170 0.74 -0.33 0.17 0.112
H 0.158 3.148 0.712 0.08 0.22 0.34 0.089
H 0.417 -1.589 -0.187 0.83 0.77 0.54 0.101
H 1.591 -0.552 2.258 0.05 -0.41 -0.08 0.082
H -0.102 -1.753 -2.413 0.55 -0.42 0.86 0.076
H -1.252 2.213 -0.997 -0.04 0.03 -0.33 0.028
H 2.617 -0.451 6.635 -0.14 0.24 -0.20 0.079
H 3.046 -1.344 -3.659 0.99 0.46 0.33 0.054
H -1.625 -3.550 -3.608 -0.11 -0.07 -0.12 0.086
H 2.827 -3.428 -4.853 0.98 -0.49 -0.49 0.098
H -1.769 1.544 -4.555 0.25 -0.19 0.30 0.078
H 1.358 0.298 7.631 -0.37 -0.26 -0.19 0.072
H 0.063 2.113 4.635 -0.24 -0.20 -0.97 0.034
H -2.344 -1.240 -1.736 0.63 0.01 0.00 0.111
H -1.044 3.620 -3.170 0.18 -0.58 -0.18 0.103
H -0.143 -0.747 2.065 0.21 -0.06 -0.42 0.081
H -3.082 -2.455 -3.640 0.10 -0.25 -0.18 0.089
H -2.319 -2.907 -1.261 0.15 0.01 -0.19 0.122
H 1.488 2.045 1.020 0.54 -0.28 -0.37 0.079
H -2.648 1.959 2.160 0.67 -0.02 0.89 0.096
H 0.362 -0.238 5.240 0.01 0.11 0.22 0.106
H 4.950 0.237 -0.138 -0.49 0.29 -0.58 0.091
H 1.326 -1.109 -3.687 0.32 0.05 0.01 0.058
H 3.699 1.285 -0.842 -0.77 0.75 0.30 0.056
H 4.813 0.531 -1.850 0.48 -0.41 -1.28 0.056
H -1.473 -1.821 -3.906 0.39 0.45 -1.06 0.056
H -0.682 0.998 -3.251 0.77 -0.17 0.07 0.049
H 1.103 -2.907 -6.191 -0.39 -0.33 0.71 0.101
```
Forces are in eV/Å.

Computed properties:
F_max in eV/A: 2.45
Relative energy (zero: lowest compared OMol25 entry of this formula, charge and spin) in kcal per mole: 86.6
Total charge: 0
SMILES: CCO.CCO.CCO.CCO.CCO.CO.CO.CO
Orbital gap in eV: 10.44
E_LUMO in eV: 0.611
Molecular weight in g mol⁻¹: 326.47

=====

No. 3
Molecular formula: C13H46CuN14O13
Method: DFT, the ωB97M-V functional and the def2-TZVPD basis

The geometry in XYZ format:
```
87
Properties=species:S:1:pos:R:3:forces:R:3:lowdin_charge:R:1
Cu -0.915 0.835 0.766 0.29 -0.13 -0.05 0.349
O 0.452 2.614 0.515 0.47 0.86 -0.62 -0.038
O 1.124 -0.512 -1.004 1.23 -1.13 -0.44 -0.115
O 1.242 -1.940 -3.758 0.62 -0.71 0.19 -0.044
O 3.360 -2.723 0.828 -1.52 -0.69 -0.01 -0.089
O -2.775 -1.857 3.240 1.99 -1.45 0.38 -0.084
O -0.268 1.624 -4.778 0.13 1.46 1.49 -0.042
O -0.657 -3.371 2.188 0.18 -0.96 0.56 -0.031
O -0.782 0.385 2.826 -0.56 1.29 -0.02 -0.030
O -2.284 1.819 -0.429 -0.24 0.40 1.87 -0.011
O 0.164 5.406 -1.549 1.04 -0.14 -0.46 -0.019
O 2.087 -0.568 2.427 -0.87 -0.20 0.01 -0.081
O -1.370 -1.404 0.635 -0.34 1.22 -1.56 -0.090
O 0.624 -4.150 -1.327 0.91 0.19 -0.30 -0.038
N -1.082 -5.335 3.342 0.28 0.67 -0.86 0.165
N 0.569 2.678 -2.914 0.68 0.70 2.14 0.193
N -1.728 2.488 3.239 -0.63 -2.58 1.11 0.199
N -1.740 0.565 -2.208 -0.28 0.23 -1.37 0.201
N -1.050 7.029 -0.706 0.53 2.86 -0.29 0.196
N 2.805 -4.463 -1.870 1.41 -0.67 -0.67 0.180
N -3.019 2.481 -2.455 0.22 -0.36 -0.07 0.189
N 1.970 4.339 0.617 0.19 0.05 0.25 0.197
N 2.099 2.437 2.018 -0.16 -0.32 -0.90 0.180
N -1.591 4.798 -0.302 0.36 0.95 -0.50 0.195
N 1.065 -4.899 -3.388 2.23 -0.21 -1.52 0.152
N -0.626 -5.339 1.055 0.78 -0.64 -0.34 0.180
N -0.083 3.924 -4.654 0.22 -0.50 0.82 0.165
N -2.136 0.612 4.608 -0.82 1.34 0.23 0.171
C 2.277 -0.546 -1.958 -0.82 -1.48 1.43 -0.184
C -2.742 -1.698 0.717 -0.47 -0.26 0.16 -0.224
C -2.357 1.624 -1.632 0.29 -0.51 -1.73 -0.649
C -0.782 -4.616 2.187 0.08 -0.02 -0.19 -0.583
C -1.532 1.141 3.492 1.08 -1.36 0.21 -0.572
C -3.275 -1.324 2.060 -1.15 1.92 0.18 -0.279
C 1.496 3.121 0.985 -0.10 -1.21 1.61 -0.578
C 0.028 2.661 -4.117 -0.66 -1.35 -3.08 -0.666
C 1.872 -0.746 -3.396 0.80 1.26 -0.40 -0.255
C 2.946 -1.548 2.937 -0.36 -1.86 1.91 -0.226
C 1.498 -4.462 -2.168 -2.63 -0.03 0.90 -0.654
C -0.785 5.764 -0.856 -0.74 -3.32 0.15 -0.681
C 2.889 -2.944 2.193 2.63 3.23 -0.47 -0.146
H 2.899 0.339 -1.832 -0.28 0.29 -0.09 0.116
H -0.223 -4.823 0.242 -0.32 -0.49 0.49 0.077
H -3.227 -0.193 2.095 0.00 -0.90 0.12 0.120
H -1.894 -2.315 3.084 -1.21 0.69 0.00 0.079
H -1.796 -6.014 3.189 -0.23 -0.70 -0.03 0.096
H -2.968 -2.751 0.478 0.30 0.23 -0.09 0.137
H 1.678 -4.735 -4.204 -0.26 -0.22 0.96 0.118
H -2.251 -0.394 4.775 0.35 0.65 -0.91 0.111
H -1.230 3.868 -0.276 0.31 -0.62 -0.06 0.046
H -0.117 4.637 -3.952 -0.07 0.66 -0.22 0.070
H 2.895 -1.400 -1.663 0.04 0.06 0.06 0.100
H -2.352 4.997 0.295 -0.60 0.35 0.54 0.094
H -2.211 2.914 3.999 -0.05 1.06 -0.12 0.096
H -1.607 -0.287 -1.708 0.41 -0.21 0.57 0.085
H -3.231 2.183 -3.420 0.17 0.78 1.06 0.133
H -0.555 4.057 -5.518 -0.34 -0.08 -0.40 0.096
H -0.318 7.605 -1.099 -0.28 0.13 -0.04 0.129
H 2.832 -1.716 4.070 -0.58 0.01 -1.35 0.140
H 1.194 -1.363 -0.485 -0.20 1.38 -0.85 0.083
H 1.404 4.870 0.008 -0.94 0.23 -1.03 0.044
H -2.865 1.183 5.038 0.43 -0.42 -0.10 0.111
H -4.321 -1.580 2.056 -0.76 0.04 -0.13 0.120
H 0.640 1.859 -2.327 -0.17 0.03 -0.20 0.087
H 4.242 -2.361 0.865 0.32 0.17 0.22 0.083
H 0.138 -4.681 -3.659 -0.89 0.18 0.47 0.090
H -0.927 -2.078 1.135 0.82 -0.93 0.52 0.021
H -3.324 -1.040 0.043 0.50 -0.41 -0.08 0.130
H 2.866 4.797 0.726 0.03 -1.03 0.63 0.122
H 3.609 -3.594 2.619 0.68 -0.69 0.99 0.101
H -1.324 -4.737 4.105 -0.06 0.37 0.39 0.095
H -1.202 2.964 2.545 0.46 0.29 -0.36 0.083
H -3.264 3.369 -2.017 -0.09 -0.45 -0.77 0.109
H -0.410 -6.364 1.092 -0.45 1.68 0.13 0.142
H 3.943 -1.140 2.975 0.57 0.13 -0.85 0.107
H 0.678 3.598 -2.462 -0.04 -0.88 -0.01 0.085
H 3.070 -4.103 -0.969 -0.15 0.02 0.28 0.074
H -1.689 7.499 -0.114 -0.66 -0.20 0.57 0.109
H 1.965 -3.427 2.247 -1.67 -0.34 -0.54 0.079
H 3.470 -5.105 -2.323 -0.77 0.77 0.20 0.128
H 1.156 -0.828 2.592 0.56 0.30 -0.06 0.085
H 2.831 -0.690 -3.966 -0.73 0.05 0.16 0.142
H 0.327 -1.857 -3.525 -0.72 -0.05 0.25 0.076
H 2.742 2.855 2.652 0.46 0.30 -0.01 0.094
H 1.983 1.411 2.072 -0.08 0.85 -0.01 0.082
H 1.225 0.075 -3.687 0.08 0.38 -0.35 0.083
H -1.469 0.595 -3.194 -0.20 0.03 0.33 0.090
```
Forces are in eV/Å.

Computed properties:
F_max in eV/A: 4.19
Total charge: +1
Orbital gap in eV: 8.32
E_LUMO in eV: -1.711
Molecular weight in g mol⁻¹: 670.14

=====

Respective highest occupied orbital energy values: -0.347, -0.361, -0.369 Ha.